85
Properties=species:S:1:pos:R:3:mulliken_charge:R:1 method="wB97M-V/def2-TZVPD" homo_energy_ev=-8.83 gap_ev=9.435 de_lowest_kcal_mol=324.5 total_energy_ha=-1444.37809 total_charge=0
C 3.128 10.121 19.032 -0.76
C 1.731 10.622 18.511 0.38
C 1.163 9.741 17.453 -0.93
O 2.018 9.766 16.276 -0.34
C 1.941 8.555 15.392 -0.67
N 0.737 10.805 19.640 -0.83
H 2.991 9.090 19.356 0.14
H 3.542 10.728 19.837 0.30
H 3.814 10.217 18.190 0.26
H 1.820 11.583 18.004 0.48
H 0.120 10.016 17.299 0.42
H 1.172 8.783 17.971 0.28
H 2.189 7.718 16.044 0.29
H 2.605 8.778 14.557 0.22
H 0.899 8.487 15.081 0.31
H 0.843 10.024 20.272 0.25
H 0.899 11.599 20.244 0.28
C 11.466 8.847 23.593 -0.67
C 10.997 7.505 24.112 0.85
C 10.356 7.675 25.500 -0.96
O 9.678 6.515 25.886 -0.43
C 9.163 6.497 27.177 -0.86
N 10.038 6.972 23.120 -0.76
H 11.848 8.937 22.576 0.32
H 12.275 9.182 24.242 0.71
H 10.590 9.496 23.552 -1.83
H 11.822 6.804 24.237 0.38
H 9.664 8.501 25.662 0.34
H 11.094 7.961 26.249 0.64
H 8.200 7.009 27.163 0.28
H 9.726 7.071 27.913 0.36
H 8.874 5.490 27.476 0.28
H 9.423 6.374 23.654 0.43
H 9.535 7.783 22.790 -0.29
C 4.645 8.325 18.571 -2.00
C 5.267 8.251 19.980 0.79
C 6.817 8.716 20.057 -0.79
O 7.519 8.380 21.241 -0.04
C 8.898 8.690 21.190 0.41
N 4.381 9.025 20.862 -0.42
H 4.701 9.282 18.052 0.01
H 3.605 8.009 18.652 0.77
H 5.144 7.583 17.948 0.56
H 5.183 7.223 20.330 0.42
H 6.911 9.802 20.072 0.31
H 7.275 8.198 19.215 0.25
H 9.320 8.578 22.189 -0.60
H 8.957 9.778 21.174 0.35
H 9.373 8.142 20.377 0.17
H 4.480 9.998 20.610 -0.04
H 4.792 9.169 21.774 0.35
C 10.289 10.529 21.872 -1.19
C 9.563 10.910 23.194 1.80
C 10.464 11.455 24.382 -0.25
O 9.584 11.530 25.544 -0.35
C 10.208 11.835 26.747 -0.86
N 8.582 11.914 22.854 -0.76
H 10.876 11.322 21.409 0.41
H 9.521 10.294 21.135 0.61
H 11.017 9.717 21.878 0.19
H 8.986 10.054 23.545 -0.84
H 11.115 12.316 24.232 0.61
H 11.088 10.593 24.616 0.10
H 9.536 11.946 27.598 0.26
H 10.648 12.812 26.548 0.37
H 11.041 11.190 27.027 0.30
H 8.319 12.359 23.722 0.41
H 7.728 11.545 22.461 0.19
C 7.505 6.910 23.529 -0.83
C 6.287 7.615 24.180 0.33
C 5.100 7.771 23.309 -0.25
O 4.243 8.706 23.985 -0.39
C 2.964 8.649 23.500 -0.75
N 5.923 6.914 25.436 -0.64
H 7.363 6.241 22.680 0.42
H 8.143 6.322 24.189 0.80
H 8.091 7.729 23.112 -0.51
H 6.649 8.621 24.392 0.06
H 4.549 6.862 23.064 0.34
H 5.461 8.036 22.315 -0.54
H 2.555 7.661 23.289 0.33
H 2.708 9.339 22.696 0.25
H 2.295 8.994 24.289 0.31
H 5.556 6.004 25.196 0.30
H 5.058 7.419 25.559 0.43